Below is a structure of composition C37H40BrGe2N2ORuS in a non-equilibrium geometry, with properties calculated with ωB97M-V/def2-TZVPD.

Computed properties:
Calculated total energy: -8838.96242 Eh
Highest occupied orbital energy (spin up / spin down): -13.59 / -13.64 eV
Energy relative to the best compared isomer or geometry (same formula, charge and spin): 3.3783 eV
Multiplicity: 2
Net charge: +2
HOMO-LUMO gap (spin up / spin down): 5.3 / 4.7 eV

Atoms and positions in Å:
Ru -0.19 -0.21 -0.15
C -0.32 0.47 6.13
C -0.68 -0.90 5.57
N -1.35 -0.81 4.28
C -2.79 -0.90 4.23
C -3.46 0.48 4.21
C -0.61 -0.57 3.21
S -1.51 -0.55 1.66
N 0.66 -0.41 3.33
C 1.62 -0.02 2.48
O 1.40 0.47 1.35
C 2.98 -0.09 3.01
C 4.07 0.16 2.17
C 5.36 0.10 2.68
C 5.56 -0.18 4.03
C 4.48 -0.41 4.87
C 3.20 -0.36 4.37
H 0.20 0.34 7.08
H -1.21 1.07 6.31
H 0.33 1.01 5.45
H -1.36 -1.41 6.26
H 0.22 -1.50 5.44
H -3.12 -1.46 5.11
H -3.09 -1.45 3.34
H -3.18 1.07 5.08
H -4.54 0.34 4.22
H -3.19 1.02 3.31
H 3.90 0.38 1.13
H 6.20 0.28 2.04
H 6.57 -0.22 4.42
H 4.64 -0.61 5.91
H 2.35 -0.53 5.01
Br 1.52 0.15 -1.88
C 1.34 -1.60 -2.68
C 2.02 -1.89 -3.83
C 1.85 -3.16 -4.40
C 1.01 -4.08 -3.82
C 0.31 -3.77 -2.63
C -0.56 -4.71 -2.03
C -1.24 -4.38 -0.89
C -1.08 -3.12 -0.30
C -0.24 -2.18 -0.84
C 0.47 -2.49 -2.03
H 2.67 -1.17 -4.29
H 2.38 -3.40 -5.31
H 0.88 -5.05 -4.26
H -0.68 -5.68 -2.49
H -1.92 -5.09 -0.43
H -1.64 -2.92 0.60
C 1.34 4.28 0.19
Ge -0.59 4.27 0.65
C -0.81 3.67 2.54
C -1.65 5.87 0.14
Ge -1.17 1.99 -0.44
C -3.12 1.78 -0.03
C -3.95 2.69 0.61
C -5.30 2.42 0.75
C -5.83 1.25 0.24
C -5.01 0.33 -0.39
C -3.65 0.58 -0.50
C -1.02 2.44 -2.40
C -1.28 1.37 -3.24
C -1.24 1.55 -4.61
C -0.89 2.78 -5.14
C -0.60 3.84 -4.30
C -0.66 3.67 -2.93
H 1.84 5.02 0.80
H 1.52 4.51 -0.85
H 1.76 3.30 0.42
H -0.35 4.40 3.20
H -0.28 2.72 2.66
H -1.85 3.54 2.82
H -1.26 6.70 0.73
H -2.70 5.75 0.36
H -1.53 6.11 -0.91
H -3.54 3.61 1.01
H -5.94 3.13 1.26
H -6.89 1.04 0.35
H -5.42 -0.58 -0.80
H -3.00 -0.18 -0.95
H -1.53 0.39 -2.83
H -1.48 0.72 -5.26
H -0.82 2.90 -6.21
H -0.32 4.79 -4.71
H -0.43 4.50 -2.28